[1]
DFT (ωB97M-V/def2-TZVPD) results for 5 unconnected molecules or ions with the total composition C28H68FN4O2 at a distorted geometry.

The geometry in XYZ format:
```
103
Properties=species:S:1:pos:R:3
F -0.380 -0.538 -0.299
C -4.225 -5.829 1.085
C -3.592 -4.476 0.798
C -2.263 -4.483 1.628
C -1.565 -3.105 1.635
N -0.312 -2.838 2.515
C 0.128 -1.373 2.654
C 0.477 -1.074 4.135
C 0.536 -2.392 4.743
C -0.435 -3.289 3.989
C 0.878 -3.536 1.841
H -3.571 -6.690 1.216
H -4.832 -6.123 0.229
H -4.867 -5.803 1.965
H -4.171 -3.584 1.039
H -3.301 -4.536 -0.251
H -1.521 -5.176 1.232
H -2.624 -4.705 2.632
H -2.340 -2.371 1.857
H -1.285 -2.731 0.650
H 0.986 -1.123 2.030
H -0.731 -0.807 2.295
H 1.364 -0.442 4.111
H -0.222 -0.348 4.550
H 1.517 -2.867 4.752
H 0.115 -2.319 5.746
H -0.194 -4.327 4.217
H -1.456 -3.037 4.276
H 0.712 -4.600 2.012
H 1.864 -3.268 2.221
H 0.814 -3.252 0.791
C -0.483 -0.683 -4.395
C -0.719 0.830 -4.660
C 0.359 1.798 -4.279
C 0.655 1.786 -2.765
N 1.167 3.157 -2.251
C 0.100 4.316 -2.431
C 0.038 5.052 -1.103
C 1.226 4.467 -0.226
C 1.477 3.008 -0.724
C 2.465 3.566 -2.999
H -0.554 -0.850 -3.320
H 0.554 -0.873 -4.670
H -1.261 -1.293 -4.855
H -1.648 1.247 -4.273
H -0.778 0.916 -5.745
H -0.038 2.758 -4.610
H 1.240 1.535 -4.864
H 1.428 1.080 -2.462
H -0.232 1.670 -2.142
H 0.364 4.970 -3.262
H -0.812 3.856 -2.810
H 0.017 6.142 -1.105
H -0.791 4.723 -0.477
H 2.073 5.104 -0.482
H 1.140 4.509 0.860
H 2.498 2.655 -0.580
H 0.747 2.286 -0.357
H 2.985 2.610 -3.056
H 2.881 4.372 -2.394
H 2.209 3.842 -4.022
C 6.211 -1.820 -2.448
N 4.923 -1.338 -1.740
C 5.088 -1.701 -0.223
C 4.927 0.228 -1.878
C 3.645 -1.879 -2.437
C 2.439 -1.734 -1.654
O 2.346 -0.586 -0.807
H 6.109 -2.879 -2.211
H 6.995 -1.454 -1.785
H 6.303 -1.590 -3.509
H 6.146 -1.706 0.040
H 4.553 -2.649 -0.250
H 4.526 -1.027 0.424
H 5.864 0.544 -1.419
H 4.113 0.754 -1.379
H 4.772 0.513 -2.918
H 3.809 -2.940 -2.629
H 3.545 -1.331 -3.374
H 2.422 -2.622 -1.023
H 1.563 -1.713 -2.302
H 1.442 -0.496 -0.497
C -5.106 3.581 2.826
N -3.870 2.757 2.298
C -3.020 3.796 1.513
C -3.142 2.408 3.636
C -4.250 1.539 1.460
C -3.109 0.538 1.047
O -2.083 1.265 0.454
H -4.727 4.431 3.393
H -5.911 2.961 3.218
H -5.508 4.191 2.016
H -3.290 3.770 0.458
H -2.006 3.402 1.590
H -3.061 4.832 1.849
H -3.669 1.590 4.127
H -3.130 3.305 4.256
H -2.188 2.075 3.227
H -4.677 2.017 0.578
H -5.118 1.061 1.914
H -3.404 -0.243 0.346
H -2.808 -0.007 1.942
H -1.476 0.646 0.043
```

Computed properties:
total charge: +3
calculated total energy: -42884.8789 eV
energy above the lowest of the compared OMol25 structures with the same formula, charge and spin: 2.210 eV
multiplicity: 1

[2]
DFT (ωB97M-V/def2-TZVPD) results for a molecular structure, C28H68N4O5PS2 at a distorted geometry.

The geometry in XYZ format:
```
108
Properties=species:S:1:pos:R:3
C 4.835 0.143 1.027
C 3.336 -0.056 0.838
O 3.015 -1.427 0.765
C 2.552 -1.824 -0.523
C 2.343 -3.315 -0.572
C 1.241 -3.800 0.390
C 0.450 -4.975 -0.202
C -0.752 -4.507 -1.025
S -2.198 -4.314 -0.010
O -1.939 -3.183 0.857
O -2.375 -5.570 0.687
N -3.441 -4.155 -1.006
S -3.510 -2.817 -1.888
O -4.018 -3.146 -3.202
O -2.298 -2.009 -1.905
P -5.104 -1.651 -1.033
C -4.581 0.052 -1.495
C -4.867 -1.661 0.784
C -5.103 -3.039 1.438
H 5.125 1.159 0.749
H 5.407 -0.536 0.397
H 5.103 0.014 2.074
H 3.026 0.468 -0.071
H 2.807 0.408 1.673
H 3.322 -1.554 -1.259
H 1.622 -1.290 -0.733
H 2.017 -3.549 -1.589
H 3.271 -3.854 -0.381
H 0.586 -2.978 0.669
H 1.728 -4.157 1.299
H 1.119 -5.553 -0.846
H 0.143 -5.655 0.590
H -0.985 -5.250 -1.787
H -0.523 -3.570 -1.528
H -5.493 0.618 -1.679
H -4.069 0.506 -0.646
H -3.952 0.047 -2.380
H -3.898 -1.251 1.077
H -5.612 -0.955 1.160
H -5.291 -3.814 0.701
H -4.227 -3.320 2.016
H -5.968 -2.989 2.099
C 6.851 -2.227 3.154
C 6.645 -2.972 4.462
N 5.445 -2.548 5.157
C 5.356 -3.057 6.512
C 5.227 -4.572 6.713
C 4.215 -2.595 4.375
C 3.789 -3.939 3.772
H 6.860 -1.150 3.320
H 7.805 -2.510 2.704
H 6.068 -2.459 2.432
H 7.498 -2.772 5.119
H 6.661 -4.055 4.256
H 4.517 -2.561 7.008
H 6.251 -2.717 7.045
H 4.229 -4.933 6.471
H 5.414 -4.820 7.761
H 5.949 -5.128 6.113
H 4.308 -1.877 3.557
H 3.407 -2.205 4.998
H 4.629 -4.469 3.319
H 3.051 -3.765 2.989
H 3.328 -4.595 4.510
C 0.254 0.637 -3.365
C 0.202 2.015 -4.005
N 1.121 2.965 -3.399
C 0.894 4.334 -3.819
C 1.122 4.691 -5.295
C 2.507 2.542 -3.333
C 3.219 2.191 -4.648
H 0.075 0.698 -2.291
H -0.515 -0.004 -3.795
H 1.215 0.146 -3.530
H -0.809 2.412 -3.882
H 0.362 1.906 -5.090
H 1.510 4.990 -3.197
H -0.142 4.582 -3.566
H 2.182 4.753 -5.541
H 0.686 5.669 -5.507
H 0.653 3.972 -5.966
H 2.560 1.670 -2.677
H 3.072 3.320 -2.813
H 2.593 1.583 -5.301
H 4.122 1.616 -4.433
H 3.528 3.079 -5.198
C -3.995 3.886 1.149
C -4.428 4.174 -0.280
N -5.865 4.311 -0.433
C -6.297 4.310 -1.818
C -5.848 5.467 -2.721
C -6.497 5.289 0.431
C -6.019 6.747 0.343
H -4.499 2.999 1.536
H -2.921 3.703 1.175
H -4.198 4.722 1.820
H -4.107 3.333 -0.901
H -3.877 5.057 -0.644
H -7.389 4.249 -1.835
H -5.947 3.374 -2.264
H -6.396 6.386 -2.513
H -6.038 5.210 -3.765
H -4.782 5.673 -2.624
H -6.375 4.954 1.464
H -7.575 5.251 0.250
H -4.932 6.818 0.302
H -6.349 7.295 1.229
H -6.429 7.263 -0.524
```

Computed properties:
total charge: -1
calculated total energy: -77296.3717 eV
energy above the lowest of the compared OMol25 structures with the same formula, charge and spin: 0.367 eV
multiplicity: 1

[3]
DFT (ωB97M-V/def2-TZVPD) results for 7 unconnected molecules or ions with the total composition C28H68NO12 at a distorted geometry.

The geometry in XYZ format:
```
109
Properties=species:S:1:pos:R:3
C -1.165 2.778 2.190
C 0.230 3.098 1.334
O 0.843 1.894 0.747
C 0.012 1.305 -0.314
C 0.764 1.313 -1.809
O -0.319 1.214 -2.795
C -0.191 2.192 -3.885
N -1.574 2.486 -4.399
C -2.298 3.582 -3.659
O -1.502 4.779 -3.348
C -1.060 4.830 -1.951
C 0.220 5.890 -1.758
C 0.404 6.925 -3.015
O 1.462 5.051 -1.706
C -3.199 3.030 -2.361
O -3.154 1.787 -1.883
O -4.159 4.002 -1.740
H -2.025 2.567 1.389
H -1.074 1.813 2.858
H -1.535 3.702 2.811
H 1.003 3.648 2.055
H 0.023 3.857 0.459
H -0.313 0.200 -0.083
H -0.967 1.942 -0.466
H 1.404 2.291 -1.859
H 1.505 0.400 -1.800
H 0.476 3.123 -3.645
H 0.376 1.618 -4.765
H -2.125 1.584 -4.298
H -3.137 3.965 -4.421
H -1.868 5.168 -1.176
H -0.614 3.773 -1.623
H 0.183 6.470 -0.742
H 1.228 6.514 -3.769
H -0.594 7.216 -3.567
H 0.847 7.951 -2.599
H 1.799 5.074 -0.754
C -2.233 1.907 7.289
C -1.464 1.628 6.008
C -0.867 0.230 6.013
O -0.419 2.587 5.866
H -1.575 1.845 8.163
H -2.646 2.922 7.277
H -3.055 1.196 7.419
H -2.131 1.741 5.146
H -0.161 0.108 6.841
H -0.306 0.048 5.090
H -1.648 -0.532 6.104
H 0.179 2.494 6.627
C -4.175 -2.147 -1.141
C -4.383 -2.019 0.360
C -5.590 -1.153 0.681
O -3.219 -1.444 0.950
H -3.994 -1.166 -1.596
H -3.295 -2.762 -1.356
H -5.046 -2.600 -1.623
H -4.516 -3.014 0.799
H -5.460 -0.138 0.290
H -5.720 -1.060 1.764
H -6.505 -1.577 0.253
H -3.093 -0.561 0.567
C 5.305 4.639 -4.538
C 3.796 4.710 -4.704
C 3.303 3.699 -5.727
O 3.428 6.023 -5.122
H 5.815 4.866 -5.481
H 5.647 5.381 -3.808
H 5.619 3.646 -4.202
H 3.310 4.525 -3.740
H 3.741 3.893 -6.713
H 2.216 3.771 -5.846
H 3.556 2.678 -5.427
H 3.855 6.196 -5.977
C 4.033 -2.280 7.623
C 2.523 -2.209 7.456
C 2.030 -3.220 6.433
O 2.156 -0.897 7.039
H 4.542 -2.053 6.679
H 4.375 -1.539 8.353
H 4.347 -3.273 7.959
H 2.037 -2.394 8.420
H 2.469 -3.026 5.448
H 0.944 -3.149 6.315
H 2.284 -4.241 6.733
H 2.582 -0.724 6.183
C -1.069 -5.319 -0.665
C -2.313 -6.106 -1.045
C -3.000 -6.682 0.183
O -1.950 -7.168 -1.924
H -0.337 -5.961 -0.162
H -0.577 -4.921 -1.560
H -1.316 -4.485 -0.001
H -3.009 -5.456 -1.586
H -2.337 -7.372 0.716
H -3.887 -7.257 -0.106
H -3.306 -5.889 0.872
H -1.331 -7.750 -1.453
C 2.431 -5.276 -3.885
C 2.834 -6.120 -2.687
C 3.253 -7.519 -3.111
O 1.737 -6.210 -1.782
H 1.576 -5.720 -4.408
H 2.120 -4.276 -3.564
H 3.259 -5.174 -4.593
H 3.659 -5.634 -2.155
H 2.428 -8.043 -3.606
H 3.529 -8.119 -2.237
H 4.106 -7.485 -3.796
H 0.999 -6.641 -2.246
```

Computed properties:
total charge: -1
calculated total energy: -56193.0917 eV
multiplicity: 1

[4]
DFT (ωB97M-V/def2-TZVPD) results for 3 unconnected molecules or ions with the total composition C28H69BBrN8O9P3 at a distorted geometry.

The geometry in XYZ format:
```
119
Properties=species:S:1:pos:R:3
C 8.556 5.424 -3.736
C 7.571 4.181 -3.826
N 6.133 4.495 -3.595
C 5.609 5.488 -4.557
C 4.121 5.268 -5.066
C 3.731 3.821 -5.572
C 4.293 3.332 -7.005
C 5.850 3.566 -7.195
O 4.114 2.669 -4.765
C 3.425 2.868 -3.519
C 1.925 3.180 -3.990
C 1.140 1.844 -3.603
C 1.145 1.486 -2.050
C -0.334 1.574 -1.416
Br -0.317 2.006 0.512
B 1.125 4.288 -3.089
O -0.097 4.902 -3.514
O 1.589 4.683 -1.764
C 2.100 3.608 -5.513
N 1.623 4.994 -5.912
C 1.504 2.710 -6.688
P -0.315 2.317 -6.604
O -1.160 3.218 -5.732
O -0.635 0.712 -6.099
O -0.950 2.423 -8.189
C 6.037 4.905 -2.204
C 5.773 3.736 -1.139
O 6.178 6.040 -1.746
H 8.520 5.990 -2.763
H 8.467 6.149 -4.607
H 9.615 5.001 -3.813
H 7.904 3.441 -3.024
H 7.772 3.669 -4.815
H 5.640 6.548 -4.129
H 6.349 5.525 -5.423
H 3.439 5.673 -4.249
H 3.996 5.971 -5.956
H 3.711 3.884 -7.800
H 4.141 2.205 -7.040
H 6.119 4.648 -7.358
H 6.157 3.003 -8.135
H 6.387 3.071 -6.338
H 3.658 1.920 -2.959
H 3.685 3.752 -2.865
H 1.509 0.976 -4.224
H 0.041 2.024 -3.865
H 1.413 0.379 -1.985
H 1.919 2.025 -1.435
H -0.812 0.553 -1.559
H -0.963 2.351 -1.962
H -0.089 5.819 -3.173
H 1.944 5.587 -1.852
H 2.058 5.123 -6.841
H 0.615 4.988 -6.108
H 1.680 3.165 -7.717
H 2.068 1.715 -6.679
H 0.104 0.144 -6.391
H -0.550 1.725 -8.743
H 5.632 2.746 -1.683
H 4.844 4.015 -0.568
H 6.664 3.638 -0.436
C -4.079 -3.853 -1.027
N -3.190 -3.816 0.112
C -2.141 -4.828 0.049
P -2.966 -2.519 1.209
O -1.648 -2.044 0.575
N -3.858 -1.119 0.754
C -5.091 -1.083 -0.009
C -3.103 0.107 0.506
N -4.420 -3.039 2.087
C -4.566 -2.274 3.351
C -4.531 -4.458 2.463
H -5.110 -3.643 -0.733
H -4.132 -4.851 -1.471
H -3.769 -3.154 -1.812
H -2.255 -5.539 0.877
H -1.140 -4.392 0.125
H -2.157 -5.405 -0.877
H -4.910 -1.189 -1.083
H -5.611 -0.130 0.141
H -5.806 -1.841 0.312
H -2.652 0.103 -0.492
H -2.317 0.235 1.246
H -3.742 0.992 0.588
H -3.753 -2.504 4.046
H -5.518 -2.501 3.836
H -4.560 -1.198 3.175
H -3.640 -4.806 2.994
H -4.698 -5.097 1.596
H -5.399 -4.621 3.108
C -1.069 -4.257 7.743
N -2.372 -3.631 7.756
C -2.333 -2.225 7.366
P -3.896 -4.411 7.729
O -4.145 -4.151 6.234
N -3.742 -6.117 7.553
C -2.623 -6.939 7.977
C -4.378 -6.735 6.392
N -3.766 -4.679 9.480
C -5.042 -5.214 10.020
C -3.420 -3.530 10.333
H -0.959 -4.965 8.567
H -0.267 -3.533 7.912
H -0.868 -4.763 6.792
H -2.647 -1.593 8.206
H -3.000 -2.010 6.526
H -1.339 -1.891 7.064
H -1.794 -6.896 7.264
H -2.925 -7.988 8.062
H -2.260 -6.674 8.969
H -3.766 -6.615 5.490
H -5.361 -6.300 6.209
H -4.545 -7.804 6.553
H -5.847 -4.478 9.934
H -4.932 -5.496 11.070
H -5.356 -6.115 9.491
H -4.074 -2.673 10.141
H -2.384 -3.220 10.197
H -3.501 -3.793 11.391
```

Computed properties:
calculated total energy: -159085.7381 eV
SMILES string: CCN(CC[C@@]1(CC)OC[C@@](CCCBr)(B(O)O)[C@]1(N)CP(=O)(O)O)C(C)=O.CN(C)P(=O)(N(C)C)N(C)C.CN(C)P(=O)(N(C)C)N(C)C
energy above the lowest of the compared OMol25 structures with the same formula, charge and spin: 0.000 eV
multiplicity: 1